Entry 1:
{
  "formula": "C21H12N7NaO3",
  "method": "ωB97M-V with the def2-TZVPD basis set",
  "e_homo_ev": -1.057,
  "charge": -2,
  "species": ["Na", "C", "C", "H", "C", "H", "H", "C", "H", "O", "H", "H", "N", "C", "C", "C", "C", "H", "C", "C", "C", "C", "C", "N", "C", "H", "C", "C", "C", "H", "O", "C", "O", "H", "N", "C", "H", "C", "N", "C", "N", "N", "N", "H"],
  "positions_angstrom": [[-0.04404, 0.36357, 0.53227], [0.11359, 3.75292, -0.70113], [-2.39193, -1.01917, -0.63763], [1.19690, 3.67237, -0.73762], [2.78078, -0.84549, 4.00310], [-2.40361, 5.98099, -0.46908], [-4.48740, -0.65161, -0.77921], [-0.49435, 4.99464, -0.60280], [-5.13491, -3.04040, -0.87068], [-3.86357, 1.46830, -1.27728], [-3.37414, -4.79046, -0.80015], [3.33220, 1.55486, -0.38573], [2.25151, -0.17827, -0.54081], [-1.76942, -3.37114, -0.66266], [0.97635, -2.27283, -0.88452], [3.48006, -2.21966, -0.64059], [-1.88674, 2.63754, -0.73410], [0.09770, 5.90025, -0.55662], [2.27605, -1.51020, -0.65302], [-1.88358, 5.03363, -0.55960], [3.40714, 0.47350, -0.46346], [4.67405, -1.53600, -0.53124], [4.64482, -0.14782, -0.46031], [-0.55102, 2.60463, -0.75517], [-3.10413, -3.73971, -0.75311], [5.61822, -2.06788, -0.50374], [0.42644, -1.10541, 3.43271], [-4.08840, -2.76192, -0.79198], [-2.58348, 3.84666, -0.63834], [3.43840, -3.29595, -0.73077], [0.69591, 1.35363, 2.25398], [-2.68197, 1.34493, -0.87410], [1.08730, -3.37892, -1.46264], [-0.99320, -4.12292, -0.64136], [-1.95807, 0.29545, -0.55901], [1.62676, -0.33703, 3.34889], [5.55647, 0.43249, -0.39374], [-3.73031, -1.42107, -0.73906], [-0.56219, -1.68745, 3.54276], [-1.37868, -2.02929, -0.59802], [3.70068, -1.26243, 4.56149], [1.71575, 0.87347, 2.81240], [-0.06805, -1.60228, -0.45797], [-3.66390, 3.81145, -0.64030]],
  "nbo_charge": [0.8733, 0.0392, 0.2094, 0.1794, 0.3149, 0.1918, 0.2294, -0.2933, 0.1771, -0.7538, 0.1777, 0.1805, -0.4350, -0.2437, 0.5763, -0.2343, 0.1697, 0.1962, 0.1709, -0.1943, 0.0375, -0.1881, -0.2882, -0.4228, -0.2597, 0.1940, 0.2710, -0.2651, -0.2386, 0.2348, -0.5615, 0.5675, -0.7496, 0.2251, -0.7002, -0.2689, 0.1976, -0.2748, -0.3498, 0.1182, -0.4198, 0.0611, -0.6859, 0.2353]
}

---

Entry 2:
{
  "formula": "C4H11NO2",
  "method": "ωB97M-V with the def2-TZVPD basis set",
  "e_homo_ev": -9.158,
  "charge": 0,
  "smiles": "CNC(O)O.C=C",
  "de_lowest_kj_mol": 185.17,
  "species": ["H", "H", "H", "H", "H", "H", "O", "H", "H", "O", "H", "H", "C", "C", "C", "N", "H", "C"],
  "positions_angstrom": [[2.87200, -1.08548, 0.03870], [0.66810, 1.08997, 2.17784], [-0.82236, -0.70923, 1.72489], [0.30370, 1.74022, 0.56812], [-2.10851, -1.57157, -1.23865], [-2.99204, 0.11623, 0.91169], [-2.61123, 0.47367, 0.09344], [-0.94222, 1.76338, 1.82735], [-0.93537, 0.39270, -0.97199], [-1.57446, -1.50866, -0.44465], [1.20166, -1.51567, -0.57089], [1.46269, 0.20240, -2.36000], [-1.37908, -0.16438, -0.13332], [2.22733, 0.01483, -1.62935], [2.09972, -0.90470, -0.67873], [-0.47195, -0.13228, 0.96531], [3.10163, 0.60882, -1.69530], [-0.09961, 1.18975, 1.41557]],
  "nbo_charge": [0.1862, 0.2026, 0.3593, 0.2015, 0.4801, 0.4644, -0.7326, 0.1739, 0.1346, -0.7208, 0.2108, 0.1853, 0.4961, -0.4135, -0.3618, -0.6400, 0.1873, -0.4135]
}

---

Entry 3:
{
  "formula": "C2HIN2O2",
  "method": "ωB97M-V with the def2-TZVPD basis set",
  "e_homo_ev": -9.663,
  "charge": 0,
  "smiles": "N#C/C=[N+](/[O-])OI",
  "de_lowest_kj_mol": 274.20,
  "species": ["C", "C", "O", "I", "O", "H", "N", "N"],
  "positions_angstrom": [[0.30845, -1.58404, 0.03528], [0.38531, -0.18814, -0.04507], [1.81530, 1.57445, -0.02149], [4.68065, -0.02361, 0.05136], [2.66998, -0.51062, -0.15688], [-0.47347, 0.44300, 0.08133], [1.57394, 0.39097, -0.05491], [0.24941, -2.72826, 0.11187]],
  "nbo_charge": [0.2221, -0.2151, -0.3905, 0.5096, -0.5464, 0.2585, 0.4370, -0.2751]
}

---

Which value of charge does entry 3 give?
0